149
Properties=species:S:1:pos:R:3:forces:R:3 method="wB97M-V/def2-TZVPD" total_energy_ha=-2509.3563 de_lowest_kj_mol=558.9 e_homo_ev=-7.45 total_charge=+4
C 5.76260 -1.18819 -1.73284 -0.7 0.6 0.6
C 5.90282 -0.99709 -3.24383 1.5 -0.6 0.7
C 5.99168 -2.42932 -3.80861 0.7 0.0 0.5
N 6.42178 -2.62914 -5.24857 -0.9 -1.5 1.3
C 5.34711 -2.18696 -6.12625 1.1 1.2 -1.8
C 5.68816 -2.43318 -7.60110 -2.2 1.4 -0.8
C 5.71455 -3.87711 -7.88610 0.0 -2.1 -0.6
C 6.79032 -4.57293 -6.93269 -1.9 0.7 0.0
C 6.55388 -4.13998 -5.46260 1.2 -0.1 -0.5
C 7.65842 -1.89878 -5.50031 -1.0 1.0 0.0
H 4.85948 -1.78076 -1.52233 0.3 0.2 0.2
H 5.70885 -0.22617 -1.16003 -0.1 -0.8 -0.7
H 6.63339 -1.72310 -1.35429 0.0 -0.1 0.1
H 6.78696 -0.35227 -3.34834 0.2 -0.6 -0.5
H 5.12607 -0.43621 -3.66979 -1.5 0.6 -0.5
H 5.03303 -2.94175 -3.69289 0.0 0.2 -0.1
H 6.71775 -2.98544 -3.18366 -0.2 0.2 -0.5
H 4.49612 -2.79018 -5.85927 -0.7 0.4 0.1
H 5.29664 -1.09890 -6.03796 -0.8 -0.2 0.6
H 4.82031 -1.95266 -8.12268 0.4 -0.5 0.3
H 6.50126 -1.89195 -8.07528 0.6 0.1 0.7
H 4.65698 -4.29066 -7.74874 1.5 0.2 0.4
H 5.87914 -4.11730 -8.96647 0.4 0.3 0.9
H 6.55630 -5.62802 -7.00055 0.4 -0.3 0.3
H 7.84554 -4.42265 -7.14641 -0.1 0.2 -0.7
H 5.67477 -4.64745 -5.07449 -0.1 0.3 0.3
H 7.45460 -4.36804 -4.89068 -0.3 -0.5 0.2
H 7.32021 -0.85054 -5.51973 0.8 -0.2 0.4
H 7.90691 -2.10302 -6.50613 1.0 -0.4 -0.8
H 8.38343 -2.14890 -4.74020 0.3 0.1 -0.1
C 4.82028 2.40446 8.35189 1.0 -1.1 -1.7
N 4.62041 2.25353 9.79322 -1.2 0.9 0.8
C 4.41756 3.60246 10.42915 0.1 0.6 -0.8
C 3.31704 1.49979 10.02538 0.6 0.8 -2.6
C 5.74896 1.61768 10.48383 1.1 1.1 2.8
C 6.35790 0.34885 10.03941 -0.4 -0.9 0.8
O 5.42022 -0.69347 9.96494 0.3 -1.5 -0.2
H 3.89981 2.75856 7.88887 0.2 0.0 0.1
H 5.10302 1.40915 7.92738 -0.6 0.6 0.3
H 5.67178 3.04044 8.05946 -0.4 0.1 0.7
H 4.18272 3.47191 11.46223 -0.2 -0.2 0.7
H 3.58081 4.12606 9.93052 0.5 -0.3 0.2
H 5.34401 4.17815 10.37186 -0.2 0.0 -0.2
H 3.06583 1.49890 11.04090 -0.1 -0.2 1.5
H 3.50431 0.54521 9.57345 -0.4 -0.7 0.2
H 2.56114 2.05574 9.43921 0.3 -0.4 0.4
H 5.48710 1.57527 11.57171 -0.3 -0.3 -0.9
H 6.57986 2.34501 10.53347 -0.3 -0.1 -0.5
H 7.11137 0.11017 10.78792 0.2 0.2 0.1
H 6.86549 0.49106 9.13631 0.8 0.1 -1.7
H 5.91622 -1.55273 9.88722 -0.8 1.2 0.1
C -6.80953 4.67280 3.31845 0.5 0.3 0.5
N -6.47458 6.06452 3.78669 -0.5 0.9 -1.9
C -5.70353 6.73172 2.63783 1.1 0.0 0.6
C -7.72058 6.90706 3.83851 0.6 -0.3 3.1
C -5.73317 6.11969 5.08251 0.0 -1.2 -0.4
C -4.42074 5.32580 5.03153 1.2 1.9 -1.1
O -4.47777 3.96499 5.25643 -0.4 -1.1 0.3
H -5.96212 4.10906 3.64616 0.2 -0.9 -0.3
H -6.90232 4.65950 2.24691 0.1 0.0 -0.5
H -7.71932 4.29127 3.74842 -0.3 0.1 0.5
H -5.40650 7.70953 3.07830 0.1 -0.6 -0.8
H -6.42992 6.85493 1.84548 0.1 0.1 -0.2
H -4.83284 6.13767 2.21677 -1.1 0.6 0.8
H -7.41490 7.92560 4.08941 -0.1 0.0 -0.5
H -8.28644 6.56972 4.74753 0.0 0.1 -1.2
H -8.21355 6.82228 2.90844 -0.8 0.0 -0.7
H -6.35454 5.60250 5.81290 -0.3 0.3 0.2
H -5.59324 7.16639 5.37080 0.0 -0.2 -0.2
H -3.77037 5.86365 5.73839 0.1 -0.4 0.0
H -3.91979 5.42887 4.00827 -0.7 0.0 1.4
H -5.00510 3.70401 6.02759 0.2 0.4 -0.1
C 3.33488 5.61147 -4.87380 -1.3 1.3 -0.2
N 2.47336 5.66713 -6.13931 -0.2 0.3 1.2
C 1.78474 7.02810 -6.31328 1.1 -0.5 -0.6
C 3.33889 5.45396 -7.31110 -0.3 -0.4 -0.7
C 1.37089 4.57872 -6.07321 0.7 0.4 0.2
C 1.85340 3.16973 -6.18574 -2.3 -1.7 0.9
O 2.50612 2.66596 -5.02641 -1.3 1.1 2.1
H 2.68065 5.77439 -4.03986 -0.6 -0.1 0.4
H 4.00224 6.46058 -4.82097 0.4 0.1 -0.6
H 3.82091 4.68002 -4.74582 0.4 -0.9 -0.3
H 1.01586 7.16217 -5.57155 -0.4 -0.2 0.0
H 1.43885 6.93005 -7.35661 -0.4 0.7 0.7
H 2.50719 7.86836 -6.20793 -0.3 -0.8 -0.2
H 4.03603 4.64745 -7.13076 -0.2 -0.4 -0.1
H 3.94007 6.31328 -7.51118 0.2 0.8 0.1
H 2.68863 5.28929 -8.17920 0.4 -0.2 0.1
H 0.58073 4.71760 -6.83008 0.6 0.6 0.2
H 0.92203 4.61773 -5.07030 -0.1 0.5 -0.3
H 2.52066 2.87087 -6.96558 0.0 0.2 -0.9
H 0.80101 2.66881 -6.33452 2.0 0.2 0.1
H 1.96840 2.93674 -4.18843 1.3 -1.0 -2.2
C -4.90522 -4.48145 -5.71613 0.4 1.0 0.6
N -5.83570 -4.70353 -6.89799 -0.2 0.5 1.0
C -5.19797 -5.58693 -7.87649 2.2 2.3 -1.0
C -7.12564 -5.28029 -6.46510 -0.7 0.5 -0.1
C -6.22832 -3.36577 -7.50213 1.7 0.4 0.5
C -5.06151 -2.38357 -7.88090 -3.2 0.7 0.3
O -4.76553 -1.53430 -6.76408 0.1 -1.0 -1.0
H -4.77743 -5.40289 -5.09782 0.2 0.5 -1.1
H -5.35290 -3.74129 -4.97608 0.5 -0.6 -1.3
H -3.95936 -4.05739 -6.18676 -1.0 -0.7 1.3
H -4.97286 -6.51235 -7.46199 0.6 -1.5 1.2
H -4.20003 -5.03625 -8.16043 -2.0 -1.4 0.0
H -5.87596 -5.81587 -8.67835 -0.1 0.5 -0.7
H -7.64946 -4.50186 -5.86708 0.3 -0.9 -0.3
H -6.92013 -6.16781 -5.89020 -0.2 -0.3 0.2
H -7.70977 -5.50302 -7.37916 0.2 0.0 0.7
H -6.78256 -2.91157 -6.67237 -0.3 0.2 -0.8
H -6.75459 -3.65161 -8.40279 -0.6 0.3 0.0
H -5.53481 -1.78568 -8.71058 0.6 -0.4 0.7
H -4.28716 -2.94648 -8.32389 1.6 -0.3 -0.1
H -4.73192 -0.64556 -7.12153 0.2 0.2 0.2
C -2.06512 -5.56591 6.60083 -1.1 1.4 0.2
N -3.54094 -4.99790 6.62649 1.1 0.8 0.6
C -4.39290 -5.94628 5.85137 0.2 1.3 0.2
C -3.99113 -4.96150 8.14570 -0.3 1.7 -2.4
C -3.62512 -3.64575 5.89088 0.3 0.6 -0.1
C -3.35009 -2.35668 6.72724 0.8 -0.6 0.7
O -3.02957 -1.30019 5.86608 0.0 0.0 -0.3
H -1.70427 -5.54661 5.57606 -0.1 0.1 0.0
H -2.03901 -6.57110 6.97249 -0.4 -0.5 0.2
H -1.45273 -4.94837 7.26915 -0.2 0.0 -0.4
H -3.89926 -6.12917 4.91867 0.1 -0.2 -0.5
H -5.40101 -5.56776 5.69707 0.1 0.1 0.1
H -4.39170 -6.76357 6.48395 -0.4 -2.3 0.6
H -5.05117 -4.61334 8.20147 0.9 -0.5 0.0
H -3.32140 -4.31231 8.69506 0.0 0.4 -0.1
H -3.79314 -5.93065 8.47185 -0.3 -1.7 0.7
H -4.64197 -3.56951 5.47072 0.5 -0.2 0.1
H -2.87767 -3.65804 5.05087 -0.8 -0.1 0.8
H -2.44038 -2.51286 7.35900 -0.6 0.0 -0.3
H -4.17560 -2.08538 7.40141 0.1 -0.3 -0.2
H -3.75340 -0.67242 5.78017 -0.1 -0.1 0.0
C -0.87159 -2.47156 -1.28977 -1.8 0.3 -1.3
C -1.76692 -3.39240 -3.74970 -2.0 -5.7 9.4
O -1.81811 -3.14401 -4.83679 0.9 3.7 -7.9
O -1.05909 -2.54740 -2.71369 1.5 1.1 -1.0
H -1.41396 -1.48027 -1.23455 1.3 -0.9 1.8
H 0.16467 -2.61351 -1.11242 1.5 1.3 0.1
H -1.14436 -3.24710 -0.51756 -1.5 0.1 -1.2
C -4.78987 3.24189 -0.68523 -0.2 1.0 0.8
C 2.42002 -2.11417 6.58019 0.9 1.4 1.4
O 3.38915 -1.33741 6.54379 -5.3 -4.4 -0.2
O 1.44980 -2.82043 6.76692 4.4 3.0 -1.2
H -5.41308 4.11532 -0.54635 -0.5 0.2 -0.8
H -4.28740 3.11967 0.26207 0.7 -1.0 -0.2
H -4.79243 2.64062 -1.58882 0.1 0.0 0.5



12
Properties=species:S:1:pos:R:3:forces:R:3 method="wB97M-V/def2-TZVPD" total_energy_ha=-720.6341 de_lowest_kj_mol=295.0 e_homo_ev=-8.99 total_charge=0
O 3.58336 -0.55427 0.04958 -0.1 0.3 2.1
C 2.19643 -0.65032 0.07302 -1.3 0.0 -1.6
C 1.59236 0.73483 -0.10920 -0.8 0.9 0.5
N 0.40871 1.22646 -0.02129 0.8 -1.3 -0.1
O -0.51653 0.15318 0.18261 -0.2 0.4 0.0
C -1.79966 0.55955 0.06615 0.2 -1.7 -0.5
S -2.95617 -0.57867 -0.06833 0.3 0.9 0.3
H 3.85306 -0.71474 -0.81655 1.0 -0.4 -2.1
H 1.82334 -1.35939 -0.71329 0.1 0.7 0.5
H 1.87347 -1.06857 0.99398 -0.3 -0.3 1.0
H 2.30710 1.53442 -0.22572 0.4 0.1 -0.2
H -1.88852 1.62610 -0.03340 -0.2 0.4 0.1



62
Properties=species:S:1:pos:R:3:forces:R:3 method="wB97M-V/def2-TZVPD" total_energy_ha=-1813.4270 de_lowest_kj_mol=0.0 e_homo_ev=-7.38 smiles="Cc1ccc(C(=O)N2CCN(c3ccc(NC(=S)NC(=O)Cc4ccccc4)cc3)CC2)cc1" total_charge=0
C 4.68725 -4.73490 -7.32378 0.1 -0.1 0.0
C 4.52371 -4.57005 -5.84396 0.0 0.0 0.0
C 5.16008 -3.53517 -5.16953 0.0 0.0 0.0
C 5.02421 -3.39107 -3.80128 -0.1 -0.1 0.1
C 4.24462 -4.28554 -3.07715 0.2 -0.2 -0.2
C 4.15038 -4.18517 -1.58657 -0.1 0.0 0.0
O 4.73543 -4.96239 -0.85469 0.2 -0.3 0.0
N 3.37285 -3.18664 -1.10266 -0.1 0.1 0.1
C 2.64813 -2.21484 -1.88316 0.0 0.4 -0.3
C 3.16963 -0.80019 -1.56825 -0.3 -0.3 -0.3
N 3.07260 -0.53262 -0.14968 0.5 0.1 0.0
C 1.92435 0.04569 0.37168 -0.3 0.3 0.2
C 1.32603 1.13052 -0.28146 0.1 -0.3 0.1
C 0.21936 1.77186 0.22943 -0.1 0.0 0.0
C -0.33826 1.35801 1.43621 0.6 -0.2 -0.4
N -1.45099 1.93598 2.04387 -0.8 0.1 0.8
C -2.25327 2.93582 1.66973 0.2 0.0 -0.2
S -2.20502 3.85799 0.30138 0.0 0.3 -0.4
N -3.28161 3.24820 2.56308 0.0 0.0 0.1
C -3.60722 2.65279 3.74239 -0.1 0.1 0.2
O -2.99222 1.71807 4.22115 0.1 -0.2 0.2
C -4.80880 3.28433 4.42680 0.0 -0.1 0.0
C -5.90862 3.59673 3.45086 -0.1 0.1 0.1
C -6.06021 4.87747 2.93134 0.0 -0.1 0.1
C -7.04709 5.14466 1.99787 0.0 0.0 -0.1
C -7.88991 4.13333 1.57124 0.0 0.1 0.0
C -7.74524 2.85472 2.08369 0.0 -0.1 0.0
C -6.75941 2.58746 3.01616 0.0 0.0 0.0
C 0.25650 0.29026 2.10674 -0.2 0.3 -0.1
C 1.35846 -0.35418 1.58852 0.2 -0.1 -0.1
C 3.81557 -1.52165 0.60114 -0.1 -0.2 0.1
C 3.30582 -2.94203 0.32298 0.3 0.0 0.4
C 3.62051 -5.33318 -3.74179 0.0 0.1 0.1
C 3.75470 -5.46632 -5.11127 0.0 0.1 0.0
H 4.89433 -3.78013 -7.80147 0.0 0.0 -0.1
H 3.79322 -5.16718 -7.76735 0.0 0.0 -0.1
H 5.52256 -5.40440 -7.53151 0.0 0.0 -0.1
H 5.77001 -2.83453 -5.72188 0.1 0.1 -0.1
H 5.53315 -2.58593 -3.29041 0.0 0.1 0.1
H 2.75168 -2.43467 -2.94563 -0.1 0.0 0.1
H 1.58505 -2.26466 -1.61134 0.1 0.0 -0.1
H 2.59815 -0.07265 -2.13988 0.1 0.0 0.0
H 4.22242 -0.72837 -1.86159 0.0 0.0 -0.1
H 1.74598 1.50450 -1.20187 0.1 0.0 -0.1
H -0.20437 2.60307 -0.30706 0.0 0.0 0.0
H -1.71093 1.51361 2.94194 0.0 0.2 -0.2
H -3.87597 4.00246 2.23365 0.2 -0.2 0.0
H -4.46220 4.19768 4.91772 0.0 0.0 0.0
H -5.14813 2.58970 5.19676 0.1 0.0 -0.1
H -5.41158 5.67551 3.26733 0.1 0.1 0.1
H -7.15520 6.14390 1.60350 0.0 0.1 0.0
H -8.65850 4.34090 0.84225 -0.1 0.0 -0.1
H -8.40134 2.06275 1.75464 -0.1 -0.1 0.0
H -6.64518 1.58912 3.41323 0.0 -0.1 0.0
H -0.16061 -0.04391 3.04647 0.0 0.0 0.1
H 1.76713 -1.18255 2.14438 0.0 -0.1 0.0
H 3.78033 -1.29078 1.66457 0.0 0.0 0.0
H 4.86065 -1.45832 0.27673 0.0 -0.1 0.1
H 3.92660 -3.68973 0.81913 -0.1 0.1 0.0
H 2.26737 -3.04553 0.65777 0.1 0.0 0.0
H 3.02907 -6.04076 -3.17996 0.0 -0.1 0.1
H 3.25909 -6.28104 -5.61944 -0.1 -0.1 -0.1